Entry 1:
A structure of composition C26H28DyFNOP2 at a distorted geometry, computed with ωB97M-V/def2-TZVPD.

```
60
Properties=species:S:1:pos:R:3:forces:R:3:lowdin_spin:R:1
C -1.076 3.227 -1.629 0.0 0.5 -0.1 0.001
C -0.825 1.910 -1.252 0.5 -0.6 -0.3 -0.006
C 0.518 1.469 -1.321 -0.2 -1.5 1.0 -0.010
C 1.550 2.325 -1.663 0.3 0.9 0.2 0.000
C 1.304 3.682 -1.882 -0.2 -0.7 -0.1 0.000
C -0.023 4.115 -1.903 -0.2 0.1 -0.1 0.000
C 2.960 1.795 -1.422 -3.4 -3.1 -4.5 0.000
C 3.073 0.308 -1.751 0.4 0.1 -0.1 0.001
C 1.973 -0.479 -1.485 -0.7 0.0 1.2 -0.009
C 2.042 -1.891 -1.619 -0.6 0.5 -0.3 -0.001
C 3.277 -2.466 -1.913 -0.3 0.1 -0.2 -0.001
C 4.388 -1.656 -2.147 0.2 -0.1 0.0 0.001
C 4.293 -0.269 -2.097 -0.3 -0.1 0.1 -0.001
H -2.117 3.560 -1.726 0.5 0.0 0.1 0.000
H 2.147 4.367 -2.022 -0.4 -0.2 -0.1 0.000
H -0.223 5.156 -2.158 -0.1 -0.3 0.1 0.000
H 3.621 2.307 -2.125 0.3 0.3 0.7 0.000
H 3.323 -3.557 -2.007 0.2 0.5 0.0 0.000
H 5.342 -2.111 -2.381 0.0 0.0 0.0 0.000
H 5.156 0.373 -2.267 -0.1 -0.3 0.0 0.000
N 0.850 0.160 -0.849 1.2 0.7 -6.2 -0.035
Dy 0.121 -0.267 0.944 0.6 -0.2 5.3 4.423
C -1.917 0.874 -0.959 -0.7 0.2 -1.5 0.004
H -1.463 -0.155 -0.980 -0.6 0.8 0.0 -0.005
H -2.637 0.879 -1.823 0.4 0.1 0.6 0.000
C 0.761 -2.708 -1.609 -0.5 -0.2 0.4 0.001
H -0.016 -2.260 -2.259 0.5 0.0 0.1 0.000
H 0.921 -3.738 -1.962 0.2 0.3 0.0 0.000
P -2.929 1.103 0.563 2.1 -0.4 2.1 0.057
P -0.082 -2.869 0.061 0.4 -1.3 -1.3 -0.051
C 1.146 -3.926 0.912 -0.1 0.0 0.6 -0.005
H 1.065 -3.738 1.994 0.2 -0.3 -0.3 -0.002
H 0.916 -4.984 0.712 0.2 0.3 0.1 0.000
H 2.169 -3.684 0.589 -0.3 -0.1 0.1 -0.001
C -1.415 -4.059 -0.337 -0.2 0.1 0.0 -0.013
H -1.012 -4.985 -0.780 -0.2 0.4 0.1 -0.003
H -1.941 -4.303 0.599 0.1 0.0 -0.4 0.000
H -2.123 -3.570 -1.031 0.2 -0.4 0.3 0.000
C -3.221 2.853 0.817 -0.5 0.7 -0.1 0.010
H -4.018 3.249 0.163 0.4 -0.2 0.1 0.001
H -3.552 2.991 1.856 0.1 -0.1 -0.2 0.001
H -2.302 3.437 0.659 -0.4 -0.3 0.0 0.000
C -4.438 0.168 0.468 -0.7 -0.6 -0.3 0.004
H -4.612 -0.398 1.392 0.1 0.3 -0.2 0.000
H -5.298 0.833 0.318 0.3 -0.1 0.0 -0.001
H -4.401 -0.552 -0.360 0.0 0.2 0.1 0.002
C 3.208 1.983 -0.037 1.2 0.9 0.7 0.000
O 2.722 1.519 0.970 0.4 0.5 -0.4 -0.021
H 3.970 2.677 -0.383 1.8 1.6 3.8 -0.001
F 0.297 -0.502 5.421 -0.7 0.1 -1.2 0.040
C -0.395 -0.187 4.263 1.9 1.3 0.7 0.167
C -0.186 1.072 3.696 -1.2 -0.1 -0.1 -0.009
C -0.963 1.454 2.570 0.7 1.1 0.8 0.201
C -1.969 0.566 2.013 -1.5 0.1 -0.7 0.144
C -2.090 -0.725 2.629 0.1 -0.5 1.2 0.062
C -1.261 -1.123 3.695 -1.4 -0.4 -1.3 0.038
H 0.475 1.798 4.184 -0.2 -0.4 -0.3 -0.004
H -0.883 2.492 2.214 0.0 -0.6 0.2 0.014
H -2.891 -1.404 2.330 0.4 0.0 -0.1 0.002
H -1.308 -2.135 4.108 -0.2 0.5 -0.1 0.001
```
Forces are in eV/Å.

Computed properties:
2S+1: 6
Strongest force on any atom in eV/Å: 6.44
Total charge: +1
LUMO level (spin up / spin down) in eV: -2.6 / -2.4
<S²>: 9.789
ΔE to the lowest compared entry with this formula, charge and spin in eV: 1.271



Entry 2:
The molecule C5H8P2 at a distorted geometry, computed with ωB97M-V/def2-TZVPD.

```
15
Properties=species:S:1:pos:R:3:forces:R:3:lowdin_charge:R:1
H -0.526 1.327 -1.446 0.1 0.1 -0.3 -0.117
P -0.575 1.291 -0.041 2.9 -1.4 0.4 0.898
C -1.201 -0.416 0.007 0.0 -0.2 0.1 -0.700
C -2.690 -0.569 0.155 0.0 0.0 -0.1 -0.147
C -0.378 -1.472 -0.008 0.1 0.1 0.0 -0.433
P 1.432 -1.406 -0.064 0.1 0.3 0.0 0.860
C 1.705 0.221 -0.003 -3.3 1.0 0.0 -0.578
C 2.836 1.137 0.155 0.3 0.3 -0.1 -0.239
H -3.052 0.098 0.939 -0.1 0.0 0.0 0.063
H -2.967 -1.591 0.408 0.0 0.0 0.0 0.070
H -3.193 -0.290 -0.772 -0.1 0.0 0.0 0.074
H -0.788 -2.477 0.035 -0.1 0.0 0.0 0.043
H 2.955 1.386 1.212 0.0 0.0 0.0 0.074
H 2.677 2.075 -0.381 0.1 -0.1 0.0 0.065
H 3.765 0.686 -0.197 0.1 0.0 0.0 0.067
```
Forces are in eV/Å.

Computed properties:
SMILES: [H]/P=C(/C)C=P#CC
Strongest force on any atom in eV/Å: 3.48
LUMO level in eV: 0.0
ΔE to the lowest compared entry with this formula, charge and spin in eV: 1.584



Entry 3:
A cluster of 6 separate species, C35H35F5N5O18 in total at a distorted geometry, computed with ωB97M-V/def2-TZVPD.

```
98
Properties=species:S:1:pos:R:3:forces:R:3:lowdin_charge:R:1
N 2.460 -1.715 1.976 -0.4 -0.3 -0.9 -0.006
C 2.489 -2.313 0.606 0.7 1.0 -0.6 -0.265
C 1.170 -2.089 -0.236 -0.3 -1.1 0.1 -0.189
C -0.141 -2.723 0.411 0.5 -0.8 -0.6 -0.160
C -1.316 -2.552 -0.653 1.1 0.2 -0.4 -0.100
N -2.562 -1.972 -0.101 -3.5 1.6 1.2 0.019
C -3.614 -2.734 0.512 -1.1 3.1 0.1 0.099
C -4.650 -1.782 0.892 2.2 -2.9 -1.0 -0.157
N -5.865 -2.214 1.564 1.8 1.4 1.8 0.172
C -5.763 -1.845 2.774 -0.3 0.8 -1.3 -0.232
O -5.693 -1.378 3.835 -0.2 -1.0 -1.1 0.222
N -4.230 -0.457 0.492 1.0 -1.8 -0.1 0.164
C -5.013 0.777 0.664 -1.3 3.2 0.0 -0.175
C -4.451 2.127 0.475 0.0 0.4 0.1 0.022
C -5.204 3.412 0.647 -2.7 -4.2 0.7 0.010
C -6.657 3.171 0.999 3.2 -1.7 -0.8 -0.007
C -7.066 1.748 1.112 -0.5 1.5 0.2 -0.107
N -6.335 0.599 0.985 1.7 2.1 -0.5 0.105
C -2.976 -0.646 -0.066 1.2 -1.3 -1.1 -0.203
O -2.118 0.331 -0.579 -0.8 -0.6 2.3 0.093
C -1.292 0.728 0.549 1.7 1.2 2.1 -0.321
O -1.328 0.107 1.588 -0.5 0.5 -2.0 0.142
C -0.365 2.004 0.481 1.0 2.0 -1.2 -0.092
C -0.911 3.385 0.753 2.5 0.1 -0.7 -0.017
C 0.001 4.568 0.711 1.1 -2.7 -0.6 -0.042
C 1.446 4.397 0.383 -1.7 -2.0 0.1 -0.035
C 1.990 3.049 0.084 -3.1 0.4 1.0 -0.022
C 1.077 1.851 0.154 -0.2 2.4 0.2 -0.009
H 1.488 -1.640 2.287 0.6 0.2 0.1 0.044
H 2.875 -0.782 1.936 -0.4 -0.4 0.2 0.061
H 2.831 -3.398 0.625 -0.9 1.2 0.0 0.106
H 3.318 -1.761 0.051 -1.0 -0.9 0.5 0.117
H 1.320 -2.636 -1.225 -0.2 0.9 1.1 0.131
H 0.940 -1.003 -0.448 0.5 -1.1 0.2 0.082
H 0.047 -3.841 0.525 -0.3 1.4 0.0 0.125
H -0.391 -2.327 1.436 0.1 -0.2 -1.2 0.104
H -0.956 -1.877 -1.493 -0.6 -0.7 1.1 0.140
H -1.557 -3.546 -1.126 0.0 1.1 0.6 0.145
H -3.534 -3.843 0.619 -0.3 1.4 -0.1 0.155
H -3.365 2.206 0.179 -1.5 -0.1 0.4 0.075
H -4.759 4.429 0.515 -0.4 -1.3 0.1 0.112
H -7.378 4.018 1.152 0.8 -1.2 -0.2 0.111
H -8.165 1.591 1.343 1.6 0.0 -0.3 0.124
H -1.989 3.593 0.983 1.3 -0.5 -0.2 0.082
H -0.373 5.615 0.912 0.3 -1.5 -0.2 0.107
H 2.106 5.306 0.358 -0.7 -1.3 0.0 0.072
H 3.078 2.930 -0.151 -1.3 0.0 0.2 0.109
H 1.566 0.862 -0.066 -0.9 1.1 0.3 0.085
C 5.102 -6.507 0.137 -0.5 -0.7 0.2 -0.054
C 6.304 -5.766 0.638 0.6 -0.3 -0.1 -0.317
O 6.452 -4.721 -0.303 -0.7 0.0 0.2 0.144
C 5.195 -4.463 -0.766 -0.3 0.6 -0.7 -0.540
O 4.891 -3.479 -1.364 0.1 -0.4 0.2 0.161
O 4.329 -5.466 -0.452 0.4 0.5 0.0 0.063
F 7.411 -6.546 0.596 0.1 0.1 0.1 0.082
H 5.352 -7.249 -0.625 0.2 0.1 0.1 0.125
H 4.552 -7.000 0.939 -0.1 0.2 -0.1 0.146
H 6.189 -5.344 1.640 0.2 -0.1 0.0 0.177
C 1.999 8.716 -1.738 -0.8 0.6 0.3 -0.072
C 3.371 8.883 -2.319 0.4 0.7 0.0 -0.314
O 4.189 8.159 -1.417 -0.6 -0.6 0.0 0.155
C 3.395 7.179 -0.907 0.3 -0.5 0.4 -0.523
O 3.806 6.220 -0.325 -0.1 0.5 -0.2 0.144
O 2.077 7.422 -1.145 0.7 -0.1 0.1 0.070
F 3.752 10.184 -2.303 0.1 0.1 0.0 0.080
H 1.779 9.457 -0.964 0.3 0.0 0.0 0.152
H 1.221 8.755 -2.489 0.1 -0.2 0.3 0.107
H 3.487 8.478 -3.323 0.1 0.2 0.1 0.157
C 7.831 -10.153 -3.120 0.6 -0.2 -0.6 -0.060
C 7.140 -10.709 -1.912 0.4 0.0 0.6 -0.320
O 6.174 -9.719 -1.613 -0.1 -0.2 -0.6 0.125
C 5.865 -9.135 -2.807 -0.6 0.7 -0.4 -0.541
O 4.906 -8.451 -2.988 0.5 -0.2 0.2 0.171
O 6.783 -9.435 -3.764 -0.4 0.0 0.6 0.081
F 7.993 -10.811 -0.866 -0.1 -0.1 0.1 0.081
H 8.639 -9.463 -2.863 -0.1 -0.1 0.2 0.150
H 8.229 -10.933 -3.769 -0.2 0.1 -0.1 0.145
H 6.644 -11.668 -2.078 0.1 0.0 0.2 0.177
C -7.029 -2.443 6.227 0.2 -0.4 -0.6 -0.091
C -6.669 -1.798 7.532 -0.1 0.7 0.2 -0.319
O -7.845 -1.947 8.299 0.3 -0.6 -0.4 0.143
C -8.446 -3.084 7.836 -1.0 -0.6 0.5 -0.532
O -9.306 -3.667 8.410 0.4 0.3 -0.3 0.190
O -7.929 -3.468 6.633 0.0 0.3 0.5 0.076
F -6.422 -0.475 7.371 0.1 0.1 0.1 0.076
H -7.542 -1.758 5.548 0.0 0.2 0.2 0.136
H -6.164 -2.861 5.717 -0.2 -0.2 0.1 0.124
H -5.830 -2.269 8.051 0.0 0.2 0.0 0.178
C -1.006 9.100 -5.700 -0.8 0.4 0.2 -0.054
C -0.311 8.349 -6.794 0.2 0.4 -0.7 -0.317
O 0.994 8.167 -6.276 -0.4 -0.3 0.7 0.158
C 0.851 8.124 -4.924 0.6 -0.3 0.3 -0.501
O 1.686 7.720 -4.172 -0.6 -0.1 -1.1 0.145
O -0.365 8.593 -4.532 0.6 -0.3 -0.2 0.077
F -0.230 9.092 -7.920 0.0 -0.1 -0.1 0.089
H -0.847 10.179 -5.763 0.1 -0.1 -0.2 0.152
H -2.078 8.905 -5.675 0.1 -0.1 0.2 0.145
H -0.753 7.376 -7.025 0.1 0.1 -0.1 0.178
```
Forces are in eV/Å.

Computed properties:
Strongest force on any atom in eV/Å: 5.04
Total charge: +1
LUMO level in eV: -3.4